# C4H8N3O

An isolated ion of composition C4H8N3O and charge +1 (the ωB97M-V functional and the def2-TZVPD basis, the OMol25 dataset).

Positions of all 16 atoms, in Å:
C -1.205 0.128 -1.324
C -1.647 0.112 -0.079
C 1.066 -0.464 0.432
C 0.235 0.574 -1.546
N 1.246 -0.263 -0.839
N -0.949 0.867 0.885
N 1.566 -1.238 1.323
O -1.282 0.846 2.190
H -1.759 -0.362 -2.183
H -2.629 -0.519 0.168
H 0.554 0.659 -2.540
H 0.374 1.550 -1.126
H 1.941 -0.852 -1.344
H 2.365 -1.730 1.182
H 1.312 -1.090 2.291
H -1.189 1.782 2.512

Forces on atoms 1 to 3 (eV/Å):
C 1.53 -0.87 -2.66
C -3.10 -1.15 3.37
C -1.61 1.56 -0.93

gap between HOMO and LUMO (alpha / beta) = 0.3153 / 0.2776 Ha
energy = -396.28837 a.u.
energy above the lowest of the compared OMol25 structures with the same formula, charge and spin = 6.745 eV
max |F| = 4.72 eV/Å
total charge = +1

# C39H54CaN6PS

C39H54CaN6PS as an isolated structure (the ωB97M-V functional and the def2-TZVPD basis, the OMol25 dataset).

Positions of all 102 atoms, in Å:
Ca -0.423 -0.134 -0.206
C 1.181 2.219 -1.945
C 2.147 2.172 -0.755
N 1.779 1.127 0.208
C 2.072 1.439 1.608
C 1.264 2.632 2.128
S -0.469 2.693 1.590
C -0.419 3.903 0.228
C -0.868 3.369 -1.129
N -0.231 2.113 -1.545
H 1.403 1.384 -2.616
H 1.369 3.138 -2.513
H 2.151 3.129 -0.239
H 3.165 2.023 -1.131
H 2.286 0.282 -0.032
H 3.138 1.645 1.770
H 1.820 0.553 2.196
H 1.728 3.582 1.863
H 1.247 2.593 3.217
H 0.583 4.324 0.191
H -1.088 4.719 0.501
H -0.692 4.157 -1.872
H -1.940 3.178 -1.103
H -0.773 1.783 -2.340
C -1.988 0.119 3.890
C -1.250 -1.211 3.793
C -1.864 -2.210 4.773
P -1.134 -1.768 2.024
C -0.185 -3.374 2.220
C 1.123 -3.309 1.420
C -0.908 -4.687 1.924
C -2.863 -2.030 1.489
C -3.675 -3.004 2.094
C -5.018 -3.163 1.814
C -5.857 -4.197 2.519
C -5.566 -2.289 0.872
C -4.810 -1.324 0.247
C -3.432 -1.159 0.509
N -2.677 -0.231 -0.173
C -3.374 0.781 -0.887
C -3.971 1.844 -0.184
C -4.029 1.824 1.319
C -4.548 2.900 -0.880
C -4.554 2.953 -2.267
C -5.189 4.099 -3.008
C -3.991 1.883 -2.951
C -3.436 0.790 -2.290
C -2.937 -0.382 -3.092
H -1.969 0.491 4.916
H -3.034 -0.006 3.600
H -1.554 0.884 3.246
H -0.199 -1.059 4.071
H -2.937 -2.298 4.610
H -1.719 -1.850 5.793
H -1.421 -3.205 4.712
H 0.096 -3.364 3.277
H 0.947 -3.465 0.355
H 1.808 -4.088 1.759
H 1.632 -2.347 1.534
H -1.462 -4.647 0.985
H -1.610 -4.966 2.708
H -0.174 -5.492 1.845
H -3.237 -3.660 2.832
H -5.243 -5.020 2.885
H -6.611 -4.614 1.851
H -6.383 -3.773 3.376
H -6.619 -2.373 0.621
H -5.277 -0.672 -0.481
H -3.151 1.338 1.742
H -4.899 1.260 1.662
H -4.110 2.834 1.724
H -5.003 3.709 -0.316
H -5.414 4.927 -2.336
H -6.124 3.793 -3.480
H -4.535 4.471 -3.797
H -4.023 1.873 -4.037
H -3.398 -0.389 -4.079
H -3.185 -1.315 -2.589
H -1.852 -0.366 -3.245
C 5.814 0.800 -2.269
C 5.584 -0.020 -1.173
C 4.384 -0.709 -1.072
C 3.429 -0.575 -2.068
C 3.658 0.227 -3.178
C 4.855 0.917 -3.272
N 2.210 -1.314 -1.862
N 1.575 -1.554 -2.908
C 0.350 -2.300 -2.712
C 0.018 -3.149 -3.746
C -1.065 -3.999 -3.574
C -1.773 -3.928 -2.390
C -1.403 -2.983 -1.445
N -0.352 -2.168 -1.588
H 6.747 1.340 -2.352
H 6.339 -0.128 -0.406
H 4.186 -1.371 -0.236
H 2.905 0.303 -3.952
H 5.044 1.548 -4.130
H 0.625 -3.150 -4.639
H -1.347 -4.696 -4.352
H -2.629 -4.561 -2.202
H -1.993 -2.860 -0.545

Forces on atoms 1 to 3 (eV/Å):
Ca 0.21 0.95 0.09
C -0.07 -0.01 0.09
C -0.06 0.07 -0.02

gap between HOMO and LUMO = 0.1967 Ha
energy = -3264.11236 a.u.
energy above the lowest of the compared OMol25 structures with the same formula, charge and spin = 0.106 eV
max |F| = 0.98 eV/Å
total charge = +1

# C21H22Cl2N9O3PdSi

C21H22Cl2N9O3PdSi as an isolated structure (the ωB97M-V functional and the def2-TZVPD basis, the OMol25 dataset).

Positions of all 59 atoms, in Å:
Pd -0.270 -0.416 -0.007
N -2.382 2.977 -3.538
N -1.678 1.849 -3.115
N -0.970 1.113 -3.936
C -0.513 0.185 -3.105
N -0.950 0.383 -1.850
N -1.704 1.460 -1.889
H -2.804 3.353 -2.693
H -1.682 3.645 -3.849
H 0.130 -0.630 -3.393
C -1.385 -3.431 1.436
Si -1.432 -2.457 -0.163
C -3.250 -2.264 -0.624
C -0.627 -3.519 -1.499
H -2.050 -4.306 1.408
H -1.680 -2.789 2.271
H -0.366 -3.774 1.643
H -3.734 -3.240 -0.769
H -3.364 -1.688 -1.548
H -3.783 -1.732 0.170
H -0.661 -4.582 -1.234
H 0.424 -3.234 -1.607
H -1.123 -3.395 -2.468
O 0.330 1.716 0.844
N 0.117 2.807 0.266
C 1.203 3.509 -0.089
C 2.533 3.103 0.260
N 3.591 2.759 0.557
C 0.951 4.673 -0.875
N 0.736 5.585 -1.546
Cl -0.452 -1.788 4.517
C 0.082 -3.438 4.438
C -0.923 -4.388 4.325
C -0.636 -5.731 4.168
C 0.691 -6.120 4.109
C 1.685 -5.173 4.231
Cl 3.342 -5.728 4.136
C 1.441 -3.795 4.419
N 2.531 -2.961 4.558
C 2.569 -1.534 4.652
C 2.366 -0.929 5.888
C 2.379 0.449 6.000
C 2.609 1.227 4.868
C 2.849 0.617 3.650
C 2.847 -0.772 3.525
C 3.090 -1.377 2.171
C 1.895 -1.266 1.236
O 2.069 -1.423 0.009
O 0.770 -1.024 1.764
H -1.947 -4.040 4.332
H -1.432 -6.457 4.069
H 0.968 -7.155 3.962
H 3.371 -3.374 4.190
H 2.179 -1.558 6.750
H 2.205 0.916 6.962
H 2.602 2.308 4.935
H 3.018 1.221 2.764
H 3.334 -2.440 2.216
H 3.928 -0.880 1.682

Forces on atoms 1 to 3 (eV/Å):
Pd 0.48 -0.33 0.60
N 0.14 -0.09 0.01
N -0.20 0.35 -0.30

gap between HOMO and LUMO (alpha / beta) = 0.2082 / 0.2701 Ha
expectation value of S² = 2.00
2S+1 = 3
energy = -2869.66972 a.u.
energy above the lowest of the compared OMol25 structures with the same formula, charge and spin = 0.748 eV
max |F| = 1.41 eV/Å
total charge = -1

# C5H7NO

C5H7NO as an isolated structure (the ωB97M-V functional and the def2-TZVPD basis, the OMol25 dataset).

Positions of all 14 atoms, in Å:
C -1.737 0.209 0.648
C -0.422 -0.188 0.281
C -0.547 -1.361 -0.489
O 0.598 -1.474 -1.295
C 1.406 -0.458 -0.898
C 0.912 0.302 0.122
N 1.476 1.411 0.760
H -1.960 0.647 1.623
H -1.904 -1.041 -0.375
H -2.345 0.628 -0.147
H -0.738 -2.308 0.012
H 2.305 -0.324 -1.488
H 0.767 2.081 1.033
H 2.190 1.875 0.214

Forces on atoms 1 to 3 (eV/Å):
C -0.02 0.29 0.23
C -0.03 -0.10 -0.07
C -0.04 -0.02 0.20

gap between HOMO and LUMO = 0.3097 Ha
energy = -324.54593 a.u.
energy above the lowest of the compared OMol25 structures with the same formula, charge and spin = 4.858 eV
max |F| = 0.37 eV/Å

# C19H27FN4O4S

The molecule C19H27FN4O4S (the ωB97M-V functional and the def2-TZVPD basis, the OMol25 dataset).

Positions of all 56 atoms, in Å:
C 2.899 -1.135 1.468
N 1.588 -0.638 1.878
C 1.001 -1.346 2.937
O 1.469 -1.259 4.057
C -0.277 -2.085 2.766
C -0.987 -2.554 1.633
C -2.080 -3.235 2.102
S -3.281 -4.034 1.140
N -4.653 -3.166 1.456
O -2.880 -3.846 -0.221
O -3.544 -5.339 1.672
N -2.072 -3.210 3.478
C -3.051 -3.822 4.362
C -0.986 -2.516 3.874
C 0.750 -0.089 0.800
C 1.060 1.414 0.638
C -0.155 2.278 0.284
C -1.073 1.656 -0.771
N -0.349 0.924 -1.812
C 0.557 1.484 -2.663
O 1.420 0.819 -3.222
C 0.521 2.950 -2.931
F -0.626 3.629 -2.645
C 1.532 3.624 -3.449
C 1.687 5.076 -3.833
C 3.009 4.692 -4.554
C 2.899 3.257 -3.968
C -0.183 -0.507 -1.561
C 0.906 -0.826 -0.540
H 3.473 -1.374 2.361
H 2.833 -2.026 0.837
H 3.437 -0.360 0.921
H -0.759 -2.447 0.589
H -4.785 -2.413 0.791
H -5.451 -3.788 1.493
H -2.748 -3.628 5.387
H -4.035 -3.391 4.186
H -3.095 -4.895 4.188
H -0.757 -2.367 4.916
H -0.282 -0.176 1.148
H 1.484 1.773 1.575
H 1.835 1.540 -0.125
H -0.753 2.462 1.181
H 0.193 3.254 -0.061
H -1.726 0.920 -0.301
H -1.720 2.410 -1.208
H 0.889 5.495 -4.444
H 1.833 5.725 -2.967
H 2.917 4.711 -5.638
H 3.890 5.262 -4.267
H 3.611 3.045 -3.169
H 2.920 2.426 -4.668
H -1.151 -0.887 -1.225
H 0.059 -0.992 -2.504
H 1.870 -0.568 -0.983
H 0.917 -1.907 -0.386

Forces on atoms 1 to 3 (eV/Å):
C 0.25 0.36 0.39
N -0.18 -0.78 -0.62
C -0.52 0.99 0.37

gap between HOMO and LUMO = 0.3408 Ha
energy = -1758.19682 a.u.
energy above the lowest of the compared OMol25 structures with the same formula, charge and spin = 0.585 eV
structure (SMILES) = CN(C(=O)c1cc(S(N)(=O)=O)n(C)c1)[C@H]1CCCN(C(=O)C(F)=C2CCC2)CC1
max |F| = 1.18 eV/Å